The following is a quantum chemistry calculation of a molecular structure, C20H28AlBr4FInLiO6 at a distorted geometry, from the Open Molecules 2025 dataset.

```
! wB97M-V def2-TZVPD RIJCOSX def2/J DEFGRID3
* xyz 2 1
C 2.2434 -0.2708 -1.9339
C 2.7084 0.9715 -1.1685
C 2.1050 2.3233 -1.5897
O 0.8467 2.2511 -2.2909
C -0.3642 2.3903 -1.4676
In -1.5934 0.4869 -1.2095
H 1.2233 -0.2267 -2.2931
H 2.2841 -1.1030 -1.2428
H 2.8954 -0.4847 -2.7716
H 2.5602 0.8526 -0.1004
H 3.7804 1.0334 -1.3131
H 2.8023 2.8240 -2.2497
H 2.0072 2.9540 -0.7150
H -0.9924 3.1386 -1.9834
H -0.1895 2.8117 -0.4889
H -2.4313 0.0236 -2.7814
H -0.5785 -0.8958 -0.8094
H -2.7889 0.6873 0.0878
C 4.6664 2.8921 1.4592
Br 4.9018 1.0554 1.9918
Br 5.0133 4.1057 2.9098
Br 5.7135 3.3211 -0.1011
H 3.6291 3.0119 1.1863
F -0.7834 -0.0298 3.0212
C -1.9220 0.4473 3.5371
C -1.9057 1.6627 4.2064
C -3.0841 2.1575 4.7358
C -4.2639 1.4343 4.6081
C -4.2626 0.2127 3.9381
C -3.0882 -0.2804 3.3915
H -0.9749 2.2044 4.3079
H -3.0832 3.1057 5.2542
H -5.1813 1.8210 5.0304
H -5.1810 -0.3480 3.8404
H -3.0679 -1.2228 2.8609
Li -3.9825 -1.0637 -2.5125
C 5.4620 -2.2806 -6.4184
C 6.7932 -2.1324 -6.4841
C 7.4724 -0.8602 -6.0600
O 8.6811 -0.8021 -6.1275
C 6.6388 0.2428 -5.5902
C 5.3143 0.0881 -5.5327
C 4.6398 -1.1896 -5.9306
O 3.4255 -1.2477 -5.8220
O 4.4831 1.0459 -5.1179
O 7.5968 -3.0873 -6.9201
H 4.9640 -3.1916 -6.7174
H 7.1328 1.1602 -5.3029
H 3.5911 0.6551 -5.1877
H 8.5045 -2.7285 -6.8647
C -6.4305 -3.4468 6.0735
C -7.3386 -2.5311 5.3276
O -7.0540 -1.3223 5.1365
C -8.6007 -3.1512 4.8132
H -5.5194 -2.9270 6.3623
H -6.9529 -3.7872 6.9709
H -6.1718 -4.3034 5.4503
H -9.2023 -3.5229 5.6412
H -8.3413 -3.9837 4.1553
H -9.1763 -2.4217 4.2479
Al -0.5886 2.0912 -3.6503
Br -8.9842 -0.6202 6.2032
*
```

* HOMO: -12.23 eV
* molecular weight: 851.8 g mol⁻¹
* electronic energy: -12065.50489 Eh
* gap between HOMO and LUMO: 1.59 eV